ORCA calculation (ωB97M-V/def2-TZVPD) on a cluster of 2 separate species, C2H8 in total in a non-equilibrium geometry.

Results
- ΔE to the lowest compared entry with this formula, charge and spin (kJ/mol) = 122.2
- orbital gap (eV) = 12.28
- SMILES string = C.C
- LUMO level (eV) = 1.13

Cartesian coordinates (Å):
C1 -2.539 -9.907 -5.578
H1 -3.117 -9.352 -4.825
H2 -1.528 -9.481 -5.652
H3 -3.041 -9.832 -6.554
H4 -2.471 -10.964 -5.282
C2 -5.072 -9.437 -5.054
H5 -5.140 -9.624 -6.136
H6 -4.973 -8.356 -4.874
H7 -4.194 -9.958 -4.646
H8 -5.982 -9.809 -4.560

---

ORCA calculation (ωB97M-V/def2-TZVPD) on a cluster of 4 separate species, C24H60BrN4O11P4S in total in a non-equilibrium geometry.

Results
- ΔE to the lowest compared entry with this formula, charge and spin (kJ/mol) = 0.0
- orbital gap (eV) = 8.00
- LUMO level (eV) = 2.35
- charge = -1

Cartesian coordinates (Å):
C1 -2.652 -0.076 2.964
O1 -1.331 -0.541 3.072
C2 -1.240 -1.932 3.336
C3 0.070 -2.469 2.827
C4 1.304 -1.768 3.397
C5 2.473 -1.839 2.413
P1 2.080 -0.805 0.858
C6 3.676 -1.483 0.013
C7 3.622 -1.519 -1.470
O2 2.774 -2.029 -2.168
Br1 5.202 -0.668 -2.377
O3 1.630 0.155 -0.535
C8 1.492 1.514 -0.292
C9 1.617 2.207 -1.660
C10 0.885 3.499 -1.903
C11 -0.017 3.574 -3.114
N1 1.047 4.474 -1.103
P2 -0.326 1.671 0.257
S1 -1.560 0.968 -1.115
C12 2.584 1.828 0.787
P3 4.233 2.357 0.121
O4 4.537 3.803 0.122
P4 2.149 2.898 2.197
O5 1.732 4.272 1.940
O6 1.086 2.066 3.035
O7 3.490 2.859 3.070
O8 2.939 0.623 1.463
H1 -2.962 -0.045 1.922
H2 -2.729 0.920 3.381
H3 -3.351 -0.706 3.509
H4 -2.050 -2.439 2.810
H5 -1.396 -2.116 4.402
H6 0.057 -2.400 1.748
H7 0.122 -3.513 3.114
H8 1.604 -2.306 4.296
H9 1.096 -0.748 3.701
H10 3.361 -1.485 2.935
H11 2.603 -2.886 2.155
H12 1.375 -1.896 0.258
H13 0.951 -0.299 1.588
H14 3.872 -2.504 0.317
H15 4.537 -0.911 0.333
H16 2.650 2.378 -1.933
H17 1.222 1.492 -2.367
H18 0.030 4.585 -3.500
H19 -1.029 3.402 -2.774
H20 0.261 2.883 -3.895
H21 0.500 5.275 -1.405
H22 -0.602 2.998 0.613
H23 -0.518 0.942 1.428
H24 5.150 1.612 0.878
H25 4.286 1.752 -1.148
H26 1.568 1.356 3.480
H27 3.810 3.765 3.030
C13 -1.518 -4.088 -0.876
C14 -0.148 -4.026 -1.547
C15 -0.106 -4.659 -2.942
O9 -0.101 -6.079 -2.962
C16 -1.365 -6.687 -2.813
N2 0.848 -4.600 -0.642
H28 -1.731 -5.078 -0.469
H29 -1.554 -3.384 -0.046
H30 -2.314 -3.824 -1.575
H31 0.100 -2.969 -1.676
H32 0.830 -4.361 -3.418
H33 -0.923 -4.280 -3.571
H34 -2.154 -6.097 -3.290
H35 -1.615 -6.842 -1.760
H36 -1.320 -7.665 -3.294
H37 1.773 -4.436 -1.030
H38 0.747 -5.611 -0.645
C17 -2.357 2.577 7.906
C18 -3.749 2.346 7.327
C19 -3.745 1.773 5.903
O10 -3.431 2.703 4.890
C20 -2.044 2.948 4.700
N3 -4.517 3.591 7.421
H39 -1.893 3.476 7.505
H40 -2.418 2.703 8.987
H41 -1.698 1.731 7.701
H42 -4.245 1.602 7.960
H43 -4.758 1.430 5.676
H44 -3.086 0.897 5.833
H45 -1.450 2.046 4.865
H46 -1.691 3.750 5.352
H47 -1.903 3.271 3.670
H48 -5.478 3.411 7.145
H49 -4.166 4.221 6.705
C21 0.625 0.099 -5.853
C22 -0.743 0.692 -6.179
C23 -1.395 0.104 -7.437
O11 -0.856 0.562 -8.663
C24 0.332 -0.082 -9.078
N4 -0.623 2.152 -6.242
H50 1.409 0.505 -6.493
H51 0.897 0.332 -4.824
H52 0.622 -0.987 -5.961
H53 -1.405 0.453 -5.342
H54 -2.443 0.413 -7.451
H55 -1.385 -0.994 -7.407
H56 0.336 -1.138 -8.796
H57 1.218 0.408 -8.668
H58 0.382 -0.009 -10.165
H59 -1.548 2.562 -6.331
H60 -0.159 2.394 -7.113

---

ORCA calculation (ωB97M-V/def2-TZVPD) on a cluster of 8 separate species, C13H39ClO11S in total in a non-equilibrium geometry.

Results
- ΔE to the lowest compared entry with this formula, charge and spin (kJ/mol) = 236.6
- orbital gap (eV) = 8.77
- LUMO level (eV) = -0.40

Cartesian coordinates (Å):
C1 1.592 0.542 1.061
C2 2.746 0.493 2.227
C3 3.364 2.007 2.568
C4 3.956 -0.602 1.933
O1 4.430 -0.606 0.536
S1 4.881 -2.196 0.119
O2 3.564 -3.058 0.054
O3 5.534 -2.315 -1.450
C5 5.090 -1.224 -2.331
C6 3.457 -1.092 -2.495
O4 2.610 -2.102 -2.711
Cl1 2.752 0.654 -2.335
H1 1.876 1.372 0.274
H2 0.525 0.830 1.512
H3 1.597 -0.487 0.504
H4 2.202 0.093 3.211
H5 2.759 2.784 1.914
H6 3.291 2.276 3.706
H7 4.476 1.998 2.156
H8 4.832 -0.302 2.687
H9 3.511 -1.659 2.264
H10 5.504 -1.488 -3.419
H11 5.589 -0.170 -2.074
C7 -1.993 -1.181 1.454
O5 -1.442 0.120 1.537
H12 -1.852 -1.689 2.412
H13 -3.062 -1.112 1.236
H14 -1.485 -1.744 0.667
H15 -1.582 0.545 0.675
C8 -2.067 0.012 -2.817
O6 -1.379 0.674 -1.772
H16 -2.801 -0.671 -2.382
H17 -2.582 0.749 -3.439
H18 -1.355 -0.556 -3.420
H19 -0.736 1.273 -2.187
C9 -0.274 4.518 2.369
O7 0.722 3.881 1.591
H20 -0.326 4.032 3.346
H21 -0.017 5.571 2.502
H22 -1.242 4.428 1.868
H23 0.745 4.334 0.731
C10 -5.415 -1.221 3.166
O8 -4.441 -2.101 2.635
H24 -4.964 -0.236 3.307
H25 -6.252 -1.140 2.470
H26 -5.763 -1.601 4.130
H27 -4.869 -2.966 2.521
C11 -3.823 3.628 -3.896
O9 -2.826 2.992 -4.674
H28 -3.875 3.142 -2.919
H29 -3.565 4.682 -3.763
H30 -4.790 3.539 -4.397
H31 -2.803 3.444 -5.535
C12 4.723 -5.579 2.996
O10 5.275 -4.278 3.079
H32 4.865 -6.087 3.954
H33 3.655 -5.510 2.778
H34 5.231 -6.142 2.209
H35 5.134 -3.852 2.217
C13 -5.732 -0.176 -4.241
O11 -5.043 0.486 -3.196
H36 -6.465 -0.859 -3.807
H37 -6.246 0.560 -4.863
H38 -5.020 -0.745 -4.845
H39 -4.400 1.085 -3.612

---

ORCA calculation (ωB97M-V/def2-TZVPD) on a cluster of 11 separate species, C60H120F18N5O15 in total in a non-equilibrium geometry.

Results
- orbital gap (eV) = 3.59
- LUMO level (eV) = 0.58
- charge = -1

Cartesian coordinates (Å):
C1 -1.687 -6.079 2.810
C2 -2.311 -5.751 1.387
C3 -3.558 -4.991 1.383
C4 -4.014 -4.864 -0.077
N1 -5.416 -4.240 -0.371
C5 -5.676 -4.261 -1.857
C6 -6.299 -5.614 -2.252
C7 -7.250 -5.833 -1.084
C8 -6.546 -5.227 0.121
C9 -5.642 -2.850 0.255
C10 -4.630 -1.782 -0.321
C11 -4.713 -0.369 0.285
H1 -1.103 -5.299 3.298
H2 -1.086 -6.986 2.742
H3 -2.370 -6.276 3.637
H4 -2.460 -6.641 0.776
H5 -1.568 -5.113 0.906
H6 -3.472 -4.022 1.875
H7 -4.398 -5.457 1.897
H8 -4.063 -5.803 -0.628
H9 -3.194 -4.427 -0.646
H10 -6.384 -3.462 -2.076
H11 -4.757 -4.134 -2.428
H12 -6.785 -5.620 -3.228
H13 -5.489 -6.339 -2.184
H14 -8.164 -5.265 -1.256
H15 -7.584 -6.843 -0.843
H16 -7.259 -4.936 0.893
H17 -6.036 -6.062 0.600
H18 -5.407 -2.788 1.318
H19 -6.676 -2.608 0.006
H20 -4.777 -1.583 -1.382
H21 -3.627 -2.190 -0.445
H22 -4.206 0.320 -0.390
H23 -4.218 -0.340 1.256
H24 -5.628 0.196 0.462
C12 2.290 2.621 -4.738
C13 2.998 2.827 -3.429
C14 4.500 2.682 -3.495
C15 5.397 2.624 -2.168
N2 6.445 3.834 -2.186
C16 7.804 3.455 -2.815
C17 8.731 4.449 -2.211
C18 8.263 4.697 -0.771
C19 6.937 3.980 -0.714
C20 5.842 5.148 -2.755
C21 4.676 5.705 -1.925
C22 4.030 6.812 -2.673
H25 2.647 1.641 -5.054
H26 2.571 3.371 -5.477
H27 1.228 2.376 -4.751
H28 2.482 2.197 -2.705
H29 2.789 3.858 -3.144
H30 4.993 3.097 -4.375
H31 4.578 1.629 -3.763
H32 5.964 1.730 -1.906
H33 4.732 2.844 -1.333
H34 7.649 3.453 -3.894
H35 8.067 2.419 -2.600
H36 8.864 5.358 -2.798
H37 9.704 3.959 -2.186
H38 8.340 5.768 -0.586
H39 8.889 4.244 -0.001
H40 6.125 4.414 -0.130
H41 7.113 2.954 -0.391
H42 5.598 4.988 -3.805
H43 6.647 5.881 -2.693
H44 5.135 5.949 -0.967
H45 3.922 4.945 -1.721
H46 3.045 7.129 -2.328
H47 3.949 6.561 -3.731
H48 4.599 7.742 -2.675
C23 -2.385 5.774 -4.235
C24 -1.191 5.107 -3.548
O1 -0.611 4.225 -4.141
N3 -0.826 5.692 -2.195
H49 -1.305 6.571 -2.059
H50 -1.095 4.936 -1.582
C25 0.660 6.027 -2.125
H51 -3.086 6.169 -3.500
H52 -2.999 5.159 -4.894
H53 -1.927 6.481 -4.927
H54 1.225 5.211 -2.575
H55 0.909 6.211 -1.080
H56 0.726 6.913 -2.756
C26 -2.080 -6.755 -2.776
C27 -0.615 -6.512 -2.935
O2 0.031 -7.252 -3.631
N4 -0.089 -5.109 -2.592
H57 -0.851 -4.453 -2.691
H58 0.178 -5.025 -1.622
C28 1.123 -4.657 -3.437
H59 -2.281 -6.772 -1.705
H60 -2.353 -7.750 -3.128
H61 -2.832 -6.077 -3.180
H62 1.428 -3.733 -2.946
H63 0.781 -4.541 -4.465
H64 1.893 -5.410 -3.271
C29 2.549 -1.315 -0.739
C30 1.694 -0.480 0.355
N5 0.193 -0.144 0.069
C31 -0.238 0.992 0.959
C32 0.387 0.370 -1.405
C33 -0.847 1.231 -1.956
C34 -0.786 -1.336 0.141
C35 -0.931 -1.852 1.634
O3 -1.835 -0.938 2.298
C36 -2.342 -1.436 3.448
H65 2.738 -0.717 -1.631
H66 2.225 -2.288 -1.108
H67 3.496 -1.348 -0.200
H68 2.164 0.451 0.672
H69 1.562 -0.985 1.312
H70 0.384 1.857 0.727
H71 0.165 0.862 1.964
H72 -1.315 1.151 0.920
H73 0.413 -0.553 -1.984
H74 1.309 0.934 -1.551
H75 -0.560 1.969 -2.705
H76 -1.382 1.817 -1.208
H77 -1.548 0.656 -2.561
H78 -0.311 -2.104 -0.468
H79 -1.712 -1.128 -0.394
H80 0.034 -1.917 2.137
H81 -1.292 -2.881 1.603
H82 -1.576 -1.524 4.219
H83 -3.004 -2.281 3.255
H84 -2.959 -0.716 3.986
C37 1.837 -4.916 1.098
O4 3.152 -4.346 1.210
O5 1.262 -4.653 -0.167
C38 1.999 -6.487 1.558
F1 3.281 -6.904 1.297
F2 1.679 -6.913 2.792
F3 1.124 -7.307 0.814
C39 3.388 -3.629 2.388
C40 4.766 -3.065 2.153
H85 5.470 -3.864 1.920
H86 4.893 -2.251 1.438
H87 5.143 -2.676 3.099
H88 3.429 -4.315 3.234
H89 2.683 -2.812 2.541
H90 1.148 -4.499 1.833
C41 1.170 -1.360 6.723
O6 2.459 -1.671 7.265
O7 0.369 -0.934 7.841
C42 1.298 -0.399 5.531
F4 1.734 -0.877 4.384
F5 0.102 0.100 5.168
F6 1.988 0.685 5.853
C43 3.290 -2.649 6.669
C44 4.658 -2.690 7.435
H91 5.555 -2.858 6.840
H92 4.970 -1.773 7.935
H93 4.608 -3.461 8.204
H94 3.298 -2.548 5.583
H95 2.874 -3.644 6.832
H96 0.661 -2.264 6.390
C45 -6.771 4.184 3.244
O8 -6.072 3.576 4.428
O9 -7.991 3.436 2.997
C46 -6.459 5.712 3.497
F7 -5.320 5.910 4.180
F8 -6.302 6.419 2.382
F9 -7.384 6.481 4.177
C47 -5.302 2.461 4.115
C48 -4.811 1.888 5.471
H97 -4.073 2.623 5.794
H98 -5.658 1.749 6.142
H99 -4.223 1.010 5.204
H100 -4.405 2.807 3.601
H101 -5.864 1.699 3.575
H102 -6.087 3.938 2.432
C49 5.016 2.065 1.969
O10 5.427 1.438 3.181
O11 5.096 1.141 0.903
C50 3.879 3.166 2.057
F10 3.482 3.571 3.265
F11 4.194 4.287 1.430
F12 2.722 2.683 1.432
C51 4.494 0.600 3.855
C52 5.200 0.131 5.191
H103 4.515 -0.432 5.824
H104 5.912 -0.608 4.824
H105 5.731 0.979 5.624
H106 4.150 -0.278 3.306
H107 3.682 1.205 4.257
H108 5.887 2.711 1.861
C53 -2.316 3.984 0.384
O12 -2.931 4.212 -0.952
O13 -0.927 4.107 0.182
C54 -2.987 4.934 1.450
F13 -2.401 6.127 1.508
F14 -4.259 5.030 1.261
F15 -2.859 4.322 2.625
C55 -4.044 3.368 -1.301
C56 -5.025 3.949 -2.410
H109 -4.950 5.036 -2.381
H110 -4.649 3.570 -3.361
H111 -6.092 3.736 -2.358
H112 -4.726 3.217 -0.464
H113 -3.795 2.409 -1.757
H114 -2.617 3.013 0.776
C57 -2.109 -2.294 -3.865
O14 -0.845 -1.671 -4.233
O15 -1.985 -2.746 -2.509
C58 -3.394 -1.568 -4.332
F16 -3.319 -0.247 -3.975
F17 -3.385 -1.532 -5.684
F18 -4.588 -2.084 -3.934
C59 -0.650 -1.511 -5.649
C60 0.751 -0.877 -5.799
H115 1.452 -1.708 -5.723
H116 0.794 -0.605 -6.854
H117 0.922 0.030 -5.219
H118 -1.354 -0.788 -6.060
H119 -0.744 -2.392 -6.284
H120 -2.112 -3.175 -4.507

---

ORCA calculation (ωB97M-V/def2-TZVPD) on the molecule CH3FO2 in a non-equilibrium geometry.

Results
- ΔE to the lowest compared entry with this formula, charge and spin (kJ/mol) = 73.6
- orbital gap (eV) = 12.16
- SMILES string = OC(O)F
- LUMO level (eV) = 0.80

Cartesian coordinates (Å):
O1 -0.527 -1.353 0.211
C1 -0.392 -0.082 -0.155
O2 0.668 0.584 0.448
F1 -1.539 0.587 0.120
H1 -0.636 -1.444 1.224
H2 -0.331 0.198 -1.387
H3 0.349 1.415 0.727

---

ORCA calculation (ωB97M-V/def2-TZVPD) on a cluster of 2 separate species, H4O2 in total in a non-equilibrium geometry.

Results
- ΔE to the lowest compared entry with this formula, charge and spin (kJ/mol) = 39.5
- orbital gap (eV) = 11.05
- SMILES string = O.O
- LUMO level (eV) = 0.45

Cartesian coordinates (Å):
O1 -0.364 0.817 -0.712
H1 -0.199 0.040 -1.280
H2 -1.342 0.748 -0.640
O2 0.925 -0.492 1.166
H3 0.541 -1.375 0.833
H4 0.438 0.262 0.633

---

ORCA calculation (ωB97M-V/def2-TZVPD) on a structure of composition C11H14BHfN7Se in a non-equilibrium geometry.

Results
- ΔE to the lowest compared entry with this formula, charge and spin (kJ/mol) = 93.0
- orbital gap (spin up / spin down) (eV) = 6.22 / 6.22
- LUMO level (spin up / spin down) (eV) = -8.21 / -8.21
- charge = +2

Cartesian coordinates (Å):
H1 -2.843 -1.850 1.835
N1 -1.389 -1.188 0.386
B1 0.070 -1.144 -1.796
N2 -0.989 -1.763 -0.836
C1 -1.638 -2.912 -1.023
Hf1 -0.338 0.474 0.970
H2 -1.433 -3.497 -1.930
C2 -2.503 -3.138 0.044
H3 -3.149 -4.007 0.158
C3 -2.350 -2.050 0.908
H4 0.138 -1.744 -2.858
C4 1.263 2.871 3.416
H5 1.098 3.427 4.366
H6 0.861 3.449 2.551
H7 2.355 2.685 3.312
N3 1.424 -1.223 -1.061
N4 -0.253 0.365 -1.995
N5 1.614 -0.640 0.190
N6 -0.619 1.237 -0.952
C5 2.533 -1.839 -1.481
C6 -0.234 1.037 -3.147
H8 2.559 -2.344 -2.440
H9 0.050 0.524 -4.067
C7 3.505 -1.708 -0.509
C8 -0.627 2.350 -2.924
C9 2.925 -0.952 0.524
C10 -0.885 2.462 -1.554
H10 4.495 -2.131 -0.555
H11 -0.709 3.124 -3.681
H12 3.422 -0.675 1.426
H13 -1.221 3.307 -0.987
H14 0.694 1.920 3.435
Se1 -3.497 2.470 4.603
C11 -2.511 1.778 3.280
N7 -1.821 1.321 2.395

---

ORCA calculation (ωB97M-V/def2-TZVPD) on a structure of composition C14H20KO8S2 in a non-equilibrium geometry.

Results
- ΔE to the lowest compared entry with this formula, charge and spin (kJ/mol) = 688.3
- orbital gap (eV) = 1.58
- LUMO level (eV) = -0.02
- charge = -1

Cartesian coordinates (Å):
K1 9.995 -6.880 17.056
C1 2.354 -11.248 18.551
C2 0.929 -11.218 18.802
C3 0.256 -9.845 19.308
O1 -0.948 -9.913 19.672
C4 1.082 -8.653 19.290
C5 2.386 -8.707 18.884
C6 3.008 -10.045 18.581
O2 4.307 -10.272 18.485
O3 2.938 -7.527 18.577
O4 0.229 -12.249 18.684
H1 2.784 -12.226 18.396
H2 0.600 -7.709 19.495
C7 10.320 1.723 16.427
S1 9.944 0.291 15.265
O5 10.013 -0.856 16.278
C8 8.151 0.585 15.181
H3 11.386 1.774 16.649
H4 9.867 1.634 17.414
H5 10.089 2.707 16.020
H6 7.875 1.223 16.021
H7 7.527 -0.304 15.267
H8 7.893 1.047 14.228
C9 15.306 -11.782 17.809
S2 15.195 -10.962 19.487
O6 14.200 -9.801 19.248
C10 14.243 -12.282 20.366
H9 15.697 -12.787 17.972
H10 15.946 -11.238 17.114
H11 14.273 -11.813 17.463
H12 13.833 -11.998 21.335
H13 14.853 -13.184 20.407
H14 13.409 -12.491 19.697
O7 8.157 -4.785 10.813
C11 8.051 -4.138 9.782
O8 6.822 -3.717 9.337
C12 6.881 -2.772 8.273
C13 8.371 -2.508 8.076
C14 9.140 -3.563 8.909
H15 6.394 -1.886 8.681
H16 6.429 -3.084 7.332
H17 8.623 -1.485 8.356
H18 8.619 -2.644 7.023
H19 9.998 -3.285 9.521
H20 9.634 -4.278 8.251